# 1
The following is a quantum chemistry calculation of C37H55GeMnN5OPSi2 as an isolated structure in a non-equilibrium geometry, from the Open Molecules 2025 dataset.

ORCA input file:
```
! RIJCOSX wB97M-V def2-TZVPD def2/J DEFGRID3
* xyz 2 1
Mn -0.0114 0.2570 -0.2893
C -0.4864 2.7923 2.3793
Si -0.7754 1.0229 2.9300
C -2.5297 0.5256 3.3567
C 0.4838 0.6531 4.2788
N -0.4253 0.0737 1.4026
C -0.1735 -1.2563 1.3385
C 0.2378 -2.0971 2.4062
C 0.4223 -3.4300 2.1891
C 0.2783 -3.9906 0.8952
C -0.1284 -3.2262 -0.1561
C -0.4360 -1.8555 0.0474
N -1.0049 -1.0367 -0.8769
Si -2.1371 -1.6844 -2.1690
C -3.1680 -2.9835 -1.2887
C -1.0550 -2.3525 -3.5578
C -3.1267 -0.1796 -2.6644
H -0.8930 3.5024 3.1023
H -0.9382 3.0046 1.4124
H 0.5849 2.9880 2.2928
H -2.8355 0.9731 4.3045
H -2.6159 -0.5578 3.4650
H -3.2324 0.8429 2.5860
H 0.6282 1.5682 4.8570
H 1.4610 0.3624 3.8881
H 0.1502 -0.1168 4.9769
H 0.3905 -1.6692 3.3860
H 0.6929 -4.0742 3.0152
H 0.4971 -5.0387 0.7390
H -0.2308 -3.6438 -1.1493
H -2.7304 -3.9805 -1.3393
H -4.1528 -3.0400 -1.7567
H -3.3210 -2.7304 -0.2379
H -1.0021 -3.4422 -3.5463
H -0.0376 -1.9570 -3.5237
H -1.4859 -2.0561 -4.5161
H -4.1533 -0.4621 -2.9042
H -2.7086 0.3195 -3.5411
H -3.1584 0.5343 -1.8439
C 5.3137 1.3195 -0.0544
N 3.8611 1.1536 -0.1495
C 3.1247 2.4164 -0.1418
P 3.2491 -0.1935 -0.8853
O 1.7291 -0.1025 -0.7719
N 3.9230 -1.4558 -0.0856
C 4.0976 -1.4155 1.3650
C 3.9124 -2.8072 -0.6441
N 3.6064 -0.4710 -2.4684
C 2.7587 0.0816 -3.5240
C 5.0054 -0.6378 -2.8716
H 5.5668 1.7600 0.9113
H 5.6952 1.9743 -0.8417
H 5.8052 0.3517 -0.1289
H 3.3260 2.9340 0.7979
H 2.0552 2.2416 -0.2129
H 3.4274 3.0695 -0.9654
H 4.0249 -0.3936 1.7263
H 5.0782 -1.8127 1.6335
H 3.3392 -2.0256 1.8640
H 3.6307 -2.7817 -1.6930
H 3.2025 -3.4375 -0.1036
H 4.9044 -3.2540 -0.5568
H 1.7495 0.2342 -3.1529
H 2.7248 -0.6281 -4.3524
H 3.1433 1.0345 -3.8991
H 5.5883 -1.0609 -2.0564
H 5.4524 0.3130 -3.1741
H 5.0524 -1.3222 -3.7195
C -0.7193 1.6662 -0.7706
Ge -1.6422 3.3699 -1.3879
C -3.4742 3.2283 -0.7041
C -3.6630 3.0699 0.6672
C -4.9457 3.0119 1.1917
C -6.0438 3.1146 0.3485
C -5.8595 3.2763 -1.0174
C -4.5776 3.3341 -1.5452
C -1.4302 3.2135 -3.3302
C -0.7484 2.1279 -3.8782
C -0.6378 1.9924 -5.2531
C -1.2164 2.9358 -6.0903
C -1.8912 4.0222 -5.5521
C -1.9932 4.1657 -4.1763
C -0.6967 4.8559 -0.5309
C -1.3750 5.7264 0.3165
C -0.7036 6.7950 0.8929
C 0.6448 6.9925 0.6296
C 1.3229 6.1311 -0.2232
C 0.6524 5.0691 -0.8087
H -2.8041 3.0058 1.3269
H -5.0919 2.9123 2.2602
H -7.0426 3.0812 0.7630
H -6.7148 3.3697 -1.6738
H -4.4401 3.4584 -2.6135
H -0.3153 1.3906 -3.2126
H -0.1043 1.1522 -5.6815
H -1.1434 2.8228 -7.1637
H -2.3375 4.7579 -6.2079
H -2.5077 5.0253 -3.7612
H -2.4288 5.5736 0.5201
H -1.2365 7.4811 1.5378
H 1.1653 7.8238 1.0861
H 2.3686 6.2995 -0.4459
H 1.1695 4.4098 -1.4994
*
```

Values from the calculation:
Energy ... -161627.814 eV
Frontier orbital gap (spin up / spin down) ... 0.2531 / 0.2531 hartree
HOMO level (spin up / spin down) ... -13.7 / -13.7 eV

# 2
The following is a quantum chemistry calculation of C38H40N4O3SSiW as an isolated structure, from the Open Molecules 2025 dataset.

ORCA input file:
```
! RIJCOSX wB97M-V def2-TZVPD def2/J DEFGRID3
* xyz 0 1
W -1.4910 -0.1489 0.9665
C -1.9573 4.1641 1.7769
C -1.8689 2.8488 1.0832
N -1.8333 1.6708 1.8042
N -2.0165 1.7963 3.1672
C -2.5256 0.7808 3.8354
N -2.6805 0.8647 5.1773
S -2.9848 -0.5785 2.9314
C -1.8795 2.5989 -0.2595
C -1.8870 3.5841 -1.3015
C -1.9534 3.2104 -2.5957
C -2.0157 1.8185 -2.9117
C -1.9775 0.9129 -1.9078
N -1.9052 1.2413 -0.5744
H -2.8660 4.2433 2.3831
H -1.9752 4.9705 1.0481
H -1.0960 4.3585 2.4260
H -1.5460 2.5651 3.6232
H -2.2182 1.6043 5.6802
H -2.7630 -0.0091 5.6676
H -1.8263 4.6290 -1.0292
H -1.9566 3.9518 -3.3842
H -2.0827 1.4741 -3.9340
H -1.9993 -0.1449 -2.1184
C 1.1183 -2.5032 3.7654
O 0.1635 -2.2181 2.7332
C -0.1585 -0.9169 2.5780
O 0.3412 -0.0789 3.3220
H 0.7076 -2.2518 4.7438
H 2.0370 -1.9406 3.6083
H 1.3106 -3.5707 3.7002
O 0.2034 -0.3982 0.0244
Si 1.7216 0.2130 -0.0282
C 2.3276 0.1169 -1.7941
C 3.6956 0.0207 -2.0635
C 4.1715 0.0081 -3.3669
C 3.2817 0.0891 -4.4303
C 1.9192 0.1768 -4.1827
C 1.4491 0.1875 -2.8761
C 2.8913 -0.8286 1.0025
C 2.8518 -2.2157 0.8264
C 3.7302 -3.0544 1.4944
C 4.6739 -2.5180 2.3609
C 4.7332 -1.1451 2.5492
C 3.8519 -0.3099 1.8718
C 1.7043 2.0077 0.5215
C 1.7247 2.3924 1.8679
C 1.6701 3.7313 2.2283
C 1.5778 4.7154 1.2507
C 1.5438 4.3538 -0.0868
C 1.6136 3.0131 -0.4441
H 4.4020 -0.0546 -1.2426
H 5.2350 -0.0693 -3.5554
H 3.6506 0.0814 -5.4484
H 1.2188 0.2369 -5.0077
H 0.3827 0.2486 -2.6971
H 2.1181 -2.6508 0.1553
H 3.6809 -4.1254 1.3411
H 5.3617 -3.1692 2.8859
H 5.4694 -0.7217 3.2211
H 3.9216 0.7608 2.0228
H 1.7668 1.6357 2.6426
H 1.7064 4.0105 3.2754
H 1.5373 5.7608 1.5326
H 1.4696 5.1142 -0.8547
H 1.5928 2.7474 -1.4956
C -1.1208 -3.4026 0.1008
C -2.3791 -2.7621 -0.4881
C -3.5569 -3.6890 -0.1371
C -2.6903 -1.3750 0.0841
C -2.2690 -2.5627 -2.0014
C -3.4031 -2.3006 -2.7701
C -3.3030 -2.0150 -4.1233
C -2.0614 -1.9883 -4.7428
C -0.9253 -2.2523 -3.9930
C -1.0284 -2.5330 -2.6371
H -1.2724 -3.6030 1.1608
H -0.2405 -2.7696 0.0223
H -0.9186 -4.3477 -0.4097
H -3.6055 -3.8180 0.9456
H -3.4115 -4.6696 -0.5952
H -4.5169 -3.2934 -0.4663
H -3.7273 -1.0989 -0.1222
H -4.3827 -2.2968 -2.3099
H -4.2001 -1.8085 -4.6934
H -1.9818 -1.7654 -5.7992
H 0.0533 -2.2277 -4.4559
H -0.1226 -2.7079 -2.0741
*
```

Values from the calculation:
Energy ... -72698.985 eV
Energy relative to the best compared isomer or geometry (same formula, charge and spin) ... 0.00 kcal per mole
Frontier orbital gap ... 0.2285 hartree
HOMO level ... -6.1 eV

# 3
The following is a quantum chemistry calculation of C14H26MnN2OS2 as an isolated structure in a non-equilibrium geometry, from the Open Molecules 2025 dataset.

ORCA input file:
```
! RIJCOSX wB97M-V def2-TZVPD def2/J DEFGRID3
* xyz 2 6
Mn 0.0904 0.0420 -0.0589
S -0.7286 2.3953 -0.5185
S -0.5592 -2.3878 -0.3583
C -2.5557 2.3596 -0.5547
C -0.4488 2.4327 -2.3340
C -0.9068 1.1615 -3.0154
N -0.2251 -0.0104 -2.4108
C -0.8166 -1.2713 -2.9187
C -0.2637 -2.4642 -2.1660
H 0.6273 2.5860 -2.4912
H -1.0111 3.2931 -2.7051
H -0.6760 1.2055 -4.0897
H -1.9898 1.0252 -2.9160
H -0.5931 -1.3708 -3.9920
H -1.9058 -1.2090 -2.8107
H 0.8239 -2.5302 -2.3048
H -0.7410 -3.3855 -2.5101
C -2.3885 -2.4578 -0.3390
H 0.7454 0.0158 -2.7373
H -2.8729 -1.6394 -0.8809
H -2.6906 -2.4162 0.7116
H -2.6831 -3.4235 -0.7613
H -2.8868 2.3436 0.4890
H -2.9788 1.4929 -1.0759
H -2.8915 3.2886 -1.0305
C 4.4412 0.1932 -1.5058
C 4.4447 0.2537 -0.1607
H 4.4590 1.0987 -2.1198
H 4.4688 -0.7662 -2.0307
H 4.4972 1.2136 0.3679
H 4.5227 -0.6605 0.4437
O 1.7950 0.0085 1.1522
C 1.6702 0.0055 2.6037
C 0.2197 -0.0382 2.9882
C -0.1904 -0.0359 4.3264
C -1.5528 -0.0491 4.6208
C -2.4651 -0.0477 3.5684
C -1.9942 0.0022 2.2576
N -0.6713 0.0020 1.9742
H 2.7325 -0.0034 0.8272
H 2.2135 -0.8655 2.9947
H 2.1260 0.9215 2.9963
H 0.5847 -0.0298 5.0916
H -1.9011 -0.0549 5.6514
H -3.5374 -0.0738 3.7358
H -2.6686 0.0643 1.3988
*
```

Values from the calculation:
⟨S²⟩ ... 8.7539
Energy ... -72945.065 eV
Energy relative to the best compared isomer or geometry (same formula, charge and spin) ... 0.00 kcal per mole
Frontier orbital gap (spin up / spin down) ... 0.3507 / 0.3663 hartree
HOMO level (spin up / spin down) ... -15.0 / -16.0 eV